Record 1
Computed, not measured: a molecular structure, C35H64BrF4IN6OSi4TeY at a distorted geometry, with the ωB97M-V functional and the def2-TZVPD basis.

Each line ends with the Löwdin charge.
Positions of all 118 atoms, in Å:
I 1.06543 1.44423 -1.98846  0.03
Te -1.15508 -2.75875 -0.37737  0.42
Y -0.67761 1.41901 0.88233  1.07
Br -2.88410 1.50063 -0.82895  -0.06
Si -1.41073 -2.29781 -4.18354  0.31
Si -0.19223 -5.69526 -2.73543  0.36
Si -1.57342 -3.84146 -2.38735  -0.21
Si -3.82973 -4.52765 -1.96455  0.33
F -0.13743 -2.90894 2.75870  0.01
F 0.88847 1.85674 3.27198  0.02
F -0.25917 -3.06212 5.52389  0.05
F 0.63626 1.56853 5.86515  0.04
O 0.05808 3.53702 0.75197  -0.23
N 3.81115 0.37901 1.18286  -0.17
N 0.70162 -0.38083 1.52804  -0.14
N -2.40613 -0.11052 1.82919  -0.12
N 1.16861 5.55879 0.51585  0.06
N 2.31005 6.11519 1.06876  -0.07
N -2.08329 2.62168 2.77056  -0.05
C 0.61434 -0.54459 2.90176  -0.24
C -1.26587 8.25299 -0.17459  -0.10
C -1.36843 6.53734 -1.90869  -0.05
C -0.01566 -1.85275 4.92484  -0.18
C -4.19135 -6.09909 -2.99126  -0.23
C 5.47073 2.24098 0.85197  -0.10
C -3.32306 0.06566 3.00121  -0.26
C -0.42239 -6.57549 -4.48750  -0.22
C -4.16880 -5.10078 -0.17783  -0.23
C -4.24841 1.29112 2.90125  -0.19
C -0.12687 -0.69053 5.71851  0.04
C 2.30074 3.94160 1.61294  0.07
C 0.08441 6.33052 -0.01459  -0.16
C -0.23715 7.58739 0.48255  -0.02
C 4.14172 5.48260 2.66155  -0.04
C 0.28652 0.48478 5.09891  -0.22
C 5.24604 -1.61413 2.06756  -0.07
C 1.79439 -1.14506 0.95995  -0.30
C 0.43995 -1.79589 -4.08792  -0.24
C 4.30610 -0.36720 2.32456  -0.24
C -3.52774 2.62495 2.55531  -0.29
C -2.58599 -0.85981 -4.22532  -0.22
C 2.94386 5.19244 1.80986  -0.25
C -1.73746 7.77063 -1.36489  -0.10
C 0.23782 -1.82200 3.51413  -0.10
C 3.02533 -0.47318 0.31486  -0.28
C 0.57981 0.59188 3.73730  -0.17
C -0.50051 5.76824 -1.17540  0.01
C -0.53906 -6.92992 -1.35862  -0.23
C 4.84225 0.99255 0.31902  -0.26
C -4.98682 -3.10651 -2.41207  -0.24
C 1.12685 4.22856 0.88441  -0.38
C -1.66853 -3.29217 -5.73994  -0.25
C 3.02811 7.23631 0.41516  0.03
C 1.66106 -5.29068 -2.72512  -0.24
H -0.14045 4.78474 -1.49950  0.11
H 0.82918 -1.45131 -5.07107  0.02
H -5.08849 1.11938 2.22594  0.10
H -4.75277 -2.19427 -1.87741  0.01
H -1.71257 3.58674 2.74768  0.10
H -2.53378 8.30301 -1.91536  0.11
H 6.20673 -1.27679 1.66366  0.05
H 1.41426 -1.69957 0.06253  0.01
H 5.44574 -2.16751 2.99774  0.07
H -3.93679 -0.87173 3.12716  0.12
H 4.88948 0.34284 2.94750  0.11
H -2.64965 -0.27864 -3.28623  -0.02
H -2.76863 -3.56070 -5.87661  0.05
H 4.39981 1.16993 -0.68439  0.11
H 5.14178 5.66254 2.12333  0.11
H -1.84448 6.15366 -2.80181  0.12
H -5.02097 -2.84681 -3.49639  0.02
H 4.77125 -2.28372 1.32251  0.06
H 5.68570 0.26964 0.20496  0.11
H 1.08703 -2.60207 -3.70897  0.00
H -3.62946 -1.18838 -4.45025  0.02
H 2.03780 -4.70762 -3.54887  0.00
H 2.17601 -1.99789 1.57697  0.12
H 3.67580 -1.31158 -0.12994  0.13
H 2.70257 0.11575 -0.54109  -0.08
H -4.72223 1.39900 3.92159  0.11
H -1.70984 9.18215 0.15593  0.10
H 0.52441 -0.93927 -3.34320  -0.09
H -1.41463 -6.39169 -4.88059  -0.01
H -1.11499 -4.22409 -5.85879  0.00
H -4.78026 -6.80420 -2.45732  -0.01
H -0.27072 -7.68042 -4.36445  0.03
H -3.23076 -6.59759 -3.25377  0.00
H -4.05947 3.44628 3.12862  0.12
H 0.20871 -6.14308 -5.23289  -0.01
H 2.92144 7.07187 -0.66350  0.11
H -1.89839 -1.02822 1.93705  0.02
H 3.46677 -0.60135 2.96366  0.09
H 0.20517 8.00616 1.36586  0.11
H -0.53172 -0.74062 6.76117  0.14
H 4.31926 4.62740 3.34583  0.09
H 2.59932 8.18333 0.71432  0.07
H 2.71072 2.98224 1.94015  0.11
H -5.99146 -3.43209 -2.07134  0.02
H -2.80420 0.14705 4.00914  0.11
H 6.19583 2.04145 1.62764  0.06
H -1.82747 2.18581 3.66557  0.08
H -3.02328 -0.18277 0.95627  -0.01
H 3.96772 6.29865 3.41021  0.09
H -3.69375 2.81907 1.47093  0.04
H 4.09827 7.22553 0.66974  0.09
H 4.77670 3.00725 1.23400  0.04
H -1.37489 -7.62974 -1.50308  0.03
H 6.03572 2.79079 0.07307  0.08
H -2.24167 -0.16386 -5.06117  0.05
H -5.25805 -5.13772 -0.03562  0.02
H -3.75927 -6.09152 -0.13962  0.01
H 1.99434 -4.80409 -1.81016  0.02
H -0.72416 -6.40328 -0.43114  0.01
H -1.41093 -2.64902 -6.59000  0.02
H -4.69450 -5.93064 -3.96930  0.03
H -3.68195 -4.53241 0.56291  -0.04
H 0.31676 -7.58057 -1.33037  0.01
H 2.24564 -6.27370 -2.72696  0.04

Computed properties:
Molar mass = 1196.59 g mol⁻¹
E = -177188.50080 eV
Highest occupied orbital energy = -2.8282 eV
Total charge = -1

Record 2
Computed, not measured: a molecular structure, C35H65BaF16NO22S6 at a distorted geometry, with the ωB97M-V functional and the def2-TZVPD basis.

Each line ends with the Löwdin charge.
Positions of all 146 atoms, in Å:
Ba 17.90412 9.32308 17.03495  1.93
S 14.95541 2.40266 14.44649  0.54
S 21.83494 9.19174 16.88554  0.57
S 20.84050 3.74603 17.04705  0.54
S 18.87645 13.32740 16.09888  0.57
S 14.41161 7.54758 15.87966  0.57
S 14.02259 11.55717 11.95788  0.55
F 20.35331 7.05457 11.39050  0.11
F 14.28828 2.12491 8.88821  0.15
F 18.20695 11.02254 9.55377  0.11
F 17.69994 5.81627 9.55415  0.07
F 13.05789 4.43930 7.85329  0.08
F 16.11322 7.12722 11.61674  0.10
F 17.05793 8.42490 10.10404  0.09
F 18.90589 8.38903 8.48039  0.15
F 16.14963 6.52343 8.19083  0.15
F 14.21433 3.07122 10.86065  0.12
F 11.91389 3.41136 9.43142  0.13
F 20.99824 7.72337 8.58665  0.16
F 21.07702 11.99829 11.28839  0.08
F 19.18362 5.99521 9.84576  0.05
F 19.07157 12.94424 11.52030  0.08
F 19.51096 12.63605 8.91940  0.13
O 12.92976 8.08335 15.92566  -0.24
O 14.39346 6.18053 16.23349  -0.22
O 21.77012 3.02363 17.83486  -0.27
O 15.58182 2.93494 15.59224  -0.24
O 18.24238 7.08185 15.46298  -0.46
O 20.43622 13.26900 15.84000  -0.27
O 18.58254 12.11243 16.78027  -0.41
O 19.45095 3.61805 17.28771  -0.25
O 20.30221 9.32525 9.94250  0.05
O 22.62695 8.07855 16.53462  -0.24
O 18.57245 14.57896 16.70833  -0.25
O 13.56512 12.90632 11.29599  -0.23
O 22.68395 10.07474 17.86076  -0.23
O 18.16190 9.99679 14.42555  -0.50
O 14.60081 1.03595 14.38933  -0.25
O 15.21601 8.46466 16.64561  -0.44
O 13.74710 10.52486 11.02980  -0.25
O 21.13910 3.31498 15.55682  -0.24
O 20.52379 8.96188 17.44322  -0.48
O 13.46113 11.44187 13.27358  -0.28
O 15.78862 2.72443 13.13048  -0.24
O 15.57641 5.25008 9.94252  -0.01
N 25.25035 4.95989 12.40459  0.06
C 11.17064 9.66141 15.73198  -0.06
C 19.48200 11.50004 9.65488  -0.45
C 20.66221 3.27134 13.23299  -0.06
C 22.48126 14.02567 14.85580  -0.05
C 16.13881 7.46389 10.30885  -0.25
C 11.90531 13.98751 12.74493  -0.08
C 14.26679 3.32036 9.51665  -0.44
C 23.91364 6.32582 13.83759  -0.06
C 24.17372 4.77114 11.65085  -0.15
C 17.17891 4.10237 11.72671  -0.05
C 18.82382 7.56183 14.30180  -0.46
C 19.48812 7.20392 10.37990  -0.25
C 20.33045 3.95768 14.53250  -0.24
C 20.44051 10.46796 9.11656  -0.04
C 16.40149 6.21173 9.48892  -0.51
C 13.28115 14.02975 12.14780  -0.26
C 18.15714 13.28538 14.48022  -0.11
C 21.00682 14.33512 15.05212  -0.24
C 14.84928 7.69030 14.16747  -0.11
C 16.49581 3.95987 13.07854  -0.23
C 15.75924 11.79981 12.07712  -0.10
C 22.97674 11.95572 19.31346  -0.06
C 21.97850 11.16167 18.52311  -0.25
C 15.55469 4.03872 9.20585  -0.06
C 13.51884 3.36623 14.11791  -0.12
C 21.27372 5.44777 17.00485  -0.14
C 12.62133 9.39432 15.42315  -0.27
C 19.94415 8.17696 9.30347  -0.53
C 13.02117 4.10905 9.18005  -0.31
C 22.80198 6.12714 13.03717  -0.08
C 25.09210 5.67910 13.50176  -0.16
C 21.62402 10.24919 15.46523  -0.08
C 22.93616 5.33024 11.91368  -0.09
C 19.73321 11.83565 11.11542  -0.28
C 18.22932 8.83400 13.64363  -0.43
H 21.15995 5.83183 18.01634  0.08
H 15.93252 12.77070 12.52622  0.06
H 23.20039 11.47845 20.26361  0.08
H 13.21395 10.18299 15.89502  0.12
H 21.73330 3.16974 13.07321  0.07
H 16.14580 11.78167 11.05596  0.07
H 24.33104 4.25785 10.70606  0.10
H 12.80383 3.15182 14.90643  0.08
H 22.46817 12.89724 19.55661  0.09
H 17.95470 14.29118 14.13638  0.08
H 18.82973 12.72027 13.84324  0.05
H 15.69148 7.02993 14.00701  0.05
H 13.94137 7.37244 13.65787  0.09
H 21.84672 6.58613 13.26581  0.09
H 18.87333 6.75768 13.53275  0.08
H 10.45166 9.04993 15.19026  0.08
H 25.96186 5.70671 14.15088  0.10
H 18.79955 9.03591 12.70849  0.08
H 17.86673 3.29058 11.50821  0.10
H 19.90428 7.81099 14.51227  0.08
H 23.89152 6.91791 14.74261  0.08
H 20.16252 10.28887 8.07859  0.16
H 22.85950 13.41450 15.67886  0.07
H 21.45418 11.77583 17.78827  0.10
H 21.97665 11.24818 15.68735  0.04
H 16.20332 10.92513 12.55337  0.07
H 15.05581 8.74096 13.98578  0.07
H 17.63868 5.08834 11.66622  0.08
H 15.86995 4.82981 13.28946  0.11
H 13.07791 3.01447 13.18401  0.06
H 14.03920 14.10964 12.93283  0.11
H 20.58503 5.01690 14.51352  0.08
H 20.89487 15.30161 15.54492  0.12
H 23.88132 12.24200 18.78438  0.09
H 16.42064 4.11759 10.93130  0.02
H 20.21222 2.27751 13.20755  0.09
H 17.27576 12.65772 14.60858  0.07
H 22.30464 9.81486 14.73185  0.08
H 15.55270 4.21405 8.12479  0.16
H 19.41961 11.02117 11.77564  0.16
H 12.83999 9.45427 14.35863  0.09
H 22.61619 13.39588 13.97372  0.08
H 13.02415 5.04995 9.73519  0.17
H 10.98971 9.58706 16.80534  0.09
H 16.41899 3.41012 9.41821  0.15
H 11.72034 13.17021 13.44045  0.06
H 11.15797 13.82036 11.96353  0.09
H 10.91793 10.69957 15.49177  0.08
H 23.09777 14.91593 14.78768  0.08
H 17.33169 4.00898 13.78184  0.11
H 17.20159 8.55101 13.33545  0.06
H 15.16313 7.85585 10.01828  0.18
H 20.50503 14.39493 14.08464  0.11
H 22.32300 5.52655 16.73837  0.07
H 18.54631 7.58272 10.79540  0.14
H 13.80273 4.40565 13.99508  0.05
H 13.33959 14.93308 11.54510  0.13
H 22.09714 5.17668 11.25087  0.09
H 20.26424 3.82569 12.37884  0.07
H 20.58960 10.16076 15.11868  0.05
H 19.27777 3.84132 14.79037  0.11
H 21.45669 10.85036 9.17251  0.15
H 11.68626 14.92517 13.25648  0.09
H 21.25488 10.73952 19.21985  0.12
H 20.60712 5.95155 16.31036  0.05

Computed properties:
Molar mass = 1485.59 g mol⁻¹
E = -193062.61612 eV
Highest occupied orbital energy = -7.2112 eV
Total charge = 0

Record 3
Computed, not measured: 9 unconnected molecules or ions with the total composition C35H65N11O8 at a distorted geometry, with the ωB97M-V functional and the def2-TZVPD basis.

Each line ends with the Löwdin charge.
Positions of all 119 atoms, in Å:
O -4.09354 5.63561 -7.46643  0.00
O -1.70831 -4.03201 -10.76593  0.00
O 5.48308 2.28887 2.49503  -0.02
O -2.46310 0.52808 -7.49863  -0.01
O 4.58462 2.86609 6.99929  0.01
O -0.38642 0.15854 5.75950  0.00
O -0.70329 -5.54265 8.11175  -0.02
O 1.54028 -2.78559 3.27129  -0.02
N 4.74423 4.90702 5.97920  -0.20
N -0.57076 0.88571 3.59663  -0.19
N 0.72483 2.72130 -3.94837  0.10
N -2.47750 1.02703 -0.30486  0.06
N 0.70072 -4.37219 4.68939  -0.19
N -2.83775 5.48945 -5.55930  -0.20
N 4.59618 0.69388 3.87622  -0.18
N -1.71607 -5.90146 -9.44875  -0.20
N -0.85038 -0.52351 -8.73443  -0.19
N -0.08772 2.35295 -0.98954  0.13
N -1.78685 -4.32447 9.71575  -0.20
C -2.61876 0.66985 -4.24218  -0.01
C -1.99057 -6.48761 -8.15194  -0.06
C -2.19875 4.64055 -4.57284  -0.06
C 4.48864 4.07968 7.02483  -0.34
C -0.59325 -3.57559 10.06551  -0.03
C -0.56005 -4.45396 3.97861  -0.04
C -3.02214 -4.04573 10.42046  -0.06
C 5.56098 1.54958 3.46455  -0.37
C -0.83653 1.87034 -2.06866  -0.13
C -1.91868 -4.58361 -9.70153  -0.34
C 4.76510 -0.15293 5.04049  -0.05
C -2.14739 1.13197 -1.72361  -0.14
C -0.71163 2.27395 3.99054  -0.05
C 1.44161 3.17646 -2.85550  -0.05
C -0.41756 -0.05755 4.55950  -0.35
C -1.33896 1.39585 -4.58535  -0.03
C -0.41726 2.04141 -3.49193  -0.20
C -4.42412 -0.17263 -2.47433  -0.09
C -0.59791 0.54962 2.18426  -0.05
C 5.16702 4.32853 4.71770  -0.04
C -1.71059 -5.26208 8.74044  -0.31
C 1.64991 -3.51623 4.24300  -0.35
C 0.23043 0.01517 -7.92998  -0.04
C 3.35280 0.62143 3.12940  -0.03
C 4.60844 6.34566 6.08338  -0.06
C -1.20864 -6.75007 -10.51088  -0.04
C -2.72891 6.92914 -5.42446  -0.05
C -3.05627 0.55216 -2.75585  -0.18
C 2.00297 3.51741 -0.27856  -0.07
C 2.82556 3.59189 0.63004  0.10
C 1.06670 2.98713 -1.39987  -0.21
C -0.53049 -1.39484 -9.84987  -0.06
C 0.90401 -5.21152 5.85838  -0.05
C -2.12776 -0.19690 -8.42044  -0.33
C -3.53585 4.97815 -6.60712  -0.34
H 2.56713 -3.53254 4.85409  0.13
H -2.36459 -5.73588 -7.45620  0.08
H -3.55661 3.87577 -6.61593  0.13
H -2.87492 -4.23261 11.48679  0.09
H 0.21874 1.07200 1.67950  0.08
H 2.67877 -0.10744 3.57936  0.08
H -2.61830 4.86877 -3.58901  0.09
H 0.17369 2.57955 4.55325  0.09
H 2.87865 1.60638 3.12474  0.08
H 5.74090 0.00677 5.49969  0.09
H -3.29191 -2.99822 10.26727  0.09
H 0.18239 -4.27034 10.39543  0.09
H -0.31859 -1.07684 4.15282  0.11
H -3.28122 0.21389 -5.03912  0.09
H -0.23236 -3.04266 9.18318  0.10
H -2.30498 -4.03059 -8.82874  0.13
H -5.03197 -0.12156 -3.43966  0.08
H 0.09990 -0.30337 -6.89296  0.09
H 1.89243 -5.04549 6.28922  0.09
H -1.58767 2.37739 4.63542  0.09
H -1.12578 4.84774 -4.57376  0.09
H -4.31596 -1.27255 -2.22005  0.09
H -1.90201 -6.72286 -11.35431  0.09
H 0.00551 -2.26931 -9.47530  0.09
H -0.37076 -4.74988 2.94399  0.09
H 6.46006 1.52469 4.10073  0.13
H -1.06927 -6.91800 -7.75223  0.09
H -2.17097 1.87136 0.19656  0.07
H 3.98511 0.08144 5.76791  0.09
H -3.83051 -4.67977 10.05501  0.08
H -2.14325 7.18615 -4.54193  0.08
H -3.72977 7.35875 -5.33929  0.09
H 6.08910 3.76588 4.87470  0.09
H 4.28532 6.63486 7.08400  0.08
H -0.24026 -6.36940 -10.84288  0.09
H 0.81271 -6.26012 5.56347  0.09
H -0.80961 -2.86302 10.86082  0.09
H -2.35872 3.58552 -4.78853  0.05
H -1.02023 1.48209 -5.67135  0.08
H -1.43418 -1.72297 -10.36103  0.07
H -1.21839 -5.18097 4.45350  0.09
H -1.55199 0.86871 1.76111  0.05
H -2.24852 7.33824 -6.31628  0.09
H 0.14141 -4.97464 6.60764  0.05
H 5.57334 6.81205 5.87018  0.09
H 5.33475 5.10799 3.97503  0.10
H -5.05269 0.39454 -1.70750  0.08
H -2.74075 -7.27361 -8.26672  0.09
H 3.50168 3.45569 1.54459  0.05
H 4.39531 3.64352 4.36360  0.08
H 3.56940 0.33341 2.09829  0.10
H 0.19632 1.10681 -7.96686  0.09
H 1.19314 -0.33402 -8.30207  0.09
H 4.17487 4.61700 7.93501  0.13
H 2.40057 3.74510 -3.07266  0.12
H -1.03725 -3.47103 3.97864  0.08
H -1.09852 -7.77573 -10.15970  0.09
H 0.10317 -0.85169 -10.55539  0.09
H -2.86904 -0.65820 -9.09300  0.14
H -2.67019 -5.77058 8.55342  0.14
H -0.82528 2.90976 3.11235  0.08
H 4.67903 -1.19898 4.73568  0.09
H -3.48811 0.92202 -0.17027  0.08
H -0.48152 -0.52463 2.03601  0.09
H 3.86880 6.68829 5.35564  0.09

Computed properties:
Molar mass = 767.97 g mol⁻¹
SMILES string = C#Cc1cnc2ccc(C)c(N)c2n1.CN(C)C=O.CN(C)C=O.CN(C)C=O.CN(C)C=O.CN(C)C=O.CN(C)C=O.CN(C)C=O.CN(C)C=O
E = -70115.64771 eV
Highest occupied orbital energy = -7.8137 eV
Total charge = 0